Density functional theory data (ωB97M-V/def2-TZVPD) for C10H10CuIN2O4 as an isolated structure at a distorted geometry.

## Properties
Highest occupied orbital energy   -9.38 eV
Frontier orbital gap   6.51 eV
Lowest unoccupied orbital energy   -0.106 hartree

Geometry as XYZ:
```
28
Properties=species:S:1:pos:R:3:forces:R:3
N 1.9706 1.0559 3.7420 4.25 -2.52 -11.43
C 2.4098 0.7821 2.5348 -3.78 1.42 7.62
C 2.7777 0.3944 0.9766 0.60 -1.43 1.52
I 3.1928 2.2492 -0.0961 -0.15 -0.76 0.49
C 1.6664 -0.5982 0.2572 -0.51 -1.61 1.50
C 1.6275 -1.9607 1.2294 -0.21 -6.62 5.10
N 1.5824 -2.9959 2.0137 0.40 9.55 -7.15
C 0.1267 -0.0124 0.2913 -0.60 -0.18 -0.24
C -0.2138 1.1028 -0.8580 -0.86 0.66 -0.64
C -1.8538 1.2913 -1.1294 1.11 1.25 -0.09
C -2.7268 1.4431 0.2493 -0.01 1.21 -1.01
O -3.8778 0.5102 0.1930 2.28 -2.79 0.54
C -3.4426 -0.8955 0.2215 -2.14 -3.11 5.01
O -3.7944 -1.6991 1.2310 2.13 5.36 -6.57
C 2.1403 -1.1561 -1.2259 2.54 -1.89 -6.28
O 2.4993 -0.4025 -2.2670 -2.31 -3.05 6.32
O 2.2379 -2.6391 -1.4375 -0.78 4.72 1.01
H 3.7895 -0.2237 1.0077 -2.14 1.50 0.05
H -0.1155 0.4661 1.3389 0.89 -1.11 -1.93
H -0.5849 -0.9679 0.2107 1.58 2.13 -0.03
H 0.2359 0.8440 -1.9184 -0.59 0.44 2.38
H 0.1557 2.1950 -0.5482 -0.55 -2.66 -0.55
H -2.2547 0.4927 -1.8885 0.61 1.41 1.81
H -1.9358 2.3399 -1.6939 0.14 -2.38 1.11
H -3.2030 2.5371 0.2608 0.85 -2.62 0.02
H -2.1105 1.3564 1.2425 -1.19 -0.23 -1.96
H -2.8211 -1.3778 -0.6739 -1.31 1.55 1.77
Cu 2.5222 -4.1314 -3.2635 -0.23 1.72 1.64
```
Positions in Å, forces in eV/Å.

Density functional theory data (ωB97M-V/def2-TZVPD) for a 11-piece molecular cluster, C57H106NO11 overall at a distorted geometry.

## Properties
Highest occupied orbital energy   -10.18 eV
Frontier orbital gap   7.41 eV
Net charge   +1
Lowest unoccupied orbital energy   -0.102 hartree

Geometry as XYZ:
```
175
Properties=species:S:1:pos:R:3:forces:R:3
C 1.3102 1.3846 0.1171 0.07 -0.05 -0.16
C 1.5544 1.3589 -1.4072 -0.22 0.19 1.05
C 2.9579 0.8665 -1.7293 -0.29 -0.33 -0.72
C 3.0583 0.0183 -3.0184 0.33 0.45 0.45
C 3.7914 -1.2976 -2.7698 -1.00 -0.15 0.14
C 2.7912 -2.2604 -2.1022 0.52 0.23 -0.43
C 3.2187 -3.7134 -2.0287 -0.23 -0.07 0.45
C 2.2380 -4.6010 -1.2378 -0.29 0.16 -0.28
C 1.3102 -5.4378 -2.1312 0.41 0.74 -0.36
C 0.2947 -4.5866 -2.9166 -0.13 -0.15 0.56
C -1.0698 -5.2689 -3.1012 0.33 0.55 -0.57
C -2.1538 -4.2460 -3.4148 -0.39 0.04 0.12
C -2.8627 -4.2716 -4.7392 0.54 0.47 0.29
C -2.4577 -5.0442 -5.9191 -0.80 -0.58 -0.42
C -3.5513 -5.2334 -6.9855 0.26 0.11 0.32
N -3.8969 -3.5063 -4.6497 0.18 -0.09 -0.26
C -4.0803 -2.9554 -3.2790 -0.49 -1.07 -0.39
C -3.4254 -4.1122 -2.5193 0.13 -0.09 -0.33
C -3.2824 -4.0503 -1.0078 0.38 0.29 -0.46
C -3.4714 -2.6680 -0.4243 0.17 0.23 0.43
C -3.0378 -2.6725 1.0373 -0.42 -0.63 -0.38
O -4.8436 -2.3134 -0.5472 0.02 -0.13 0.06
C -5.1021 -0.9141 -0.4441 0.10 0.00 -0.42
C -5.1097 -0.2830 -1.8148 -0.20 0.05 0.34
C -4.1002 0.5864 -2.2041 -0.23 -0.01 -0.57
C -4.1187 1.1300 -3.4880 -0.38 -0.29 0.00
C -5.1538 0.8066 -4.3566 0.11 0.03 -0.01
C -6.1784 -0.0471 -3.9605 0.10 -0.11 0.27
C -6.1541 -0.5950 -2.6886 0.37 0.45 0.08
H 0.6982 2.2265 0.4282 -0.20 0.03 0.01
H 2.2477 1.4617 0.6584 0.20 0.11 0.10
H 0.8353 0.4618 0.4480 -0.07 -0.07 0.12
H 1.3874 2.3682 -1.7597 0.07 0.06 -0.46
H 0.8001 0.6998 -1.8300 -0.08 -0.07 -0.34
H 3.6237 1.7136 -1.8362 0.17 0.20 0.30
H 3.2885 0.2533 -0.8946 0.22 -0.06 0.16
H 3.5373 0.5909 -3.8063 0.12 0.11 -0.12
H 2.0492 -0.1960 -3.3614 -0.14 -0.11 -0.23
H 4.5991 -1.1503 -2.0574 0.47 0.08 -0.24
H 4.1573 -1.6826 -3.7176 0.21 -0.30 -0.02
H 1.8545 -2.1455 -2.6372 -0.36 -0.19 -0.03
H 2.6429 -1.8797 -1.0939 -0.26 -0.06 0.23
H 4.1881 -3.7313 -1.5377 0.28 -0.14 -0.02
H 3.3366 -4.1418 -3.0222 0.19 0.06 -0.25
H 1.6145 -3.9586 -0.6159 -0.04 0.08 0.25
H 2.7805 -5.2536 -0.5602 0.08 -0.19 0.03
H 1.9511 -5.9260 -2.8604 -0.10 -0.58 0.04
H 0.7802 -6.1660 -1.5258 -0.02 -0.28 0.02
H 0.1365 -3.6620 -2.3682 -0.09 0.26 0.22
H 0.6871 -4.2882 -3.8860 0.12 0.01 -0.16
H -1.3085 -5.8227 -2.2015 -0.22 -0.20 0.11
H -0.9706 -5.9518 -3.9379 -0.03 -0.48 0.17
H -1.7442 -3.2271 -3.4248 0.50 0.06 0.13
H -1.5373 -4.6484 -6.3391 0.23 0.13 0.09
H -2.2095 -6.0301 -5.5331 0.31 -0.10 0.13
H -3.4130 -4.5819 -7.8373 -0.11 0.17 -0.14
H -4.5335 -5.0867 -6.5500 -0.27 0.11 -0.08
H -3.5521 -6.2592 -7.3254 0.14 -0.17 -0.24
H -4.5106 -3.3493 -5.4358 -0.13 0.22 0.03
H -3.5293 -2.0241 -3.2060 -0.09 0.29 0.11
H -5.1346 -2.8412 -3.0839 -0.06 0.24 0.04
H -4.0318 -4.9724 -2.8021 -0.18 -0.26 0.34
H -3.9596 -4.7609 -0.5476 -0.25 0.04 0.18
H -2.2798 -4.3753 -0.7410 0.18 -0.11 0.08
H -2.8541 -1.9645 -0.9964 0.00 0.18 -0.05
H -1.9649 -2.8077 1.1142 0.22 0.25 0.12
H -3.3895 -1.8058 1.5797 0.17 0.28 0.08
H -3.5013 -3.5530 1.4776 -0.07 -0.05 0.34
H -4.3677 -0.4051 0.1760 0.14 -0.07 0.21
H -6.0715 -0.8110 0.0298 -0.19 -0.02 0.09
H -3.3047 0.8530 -1.5296 0.15 0.00 0.25
H -3.3526 1.8087 -3.8173 0.22 0.14 0.02
H -5.1724 1.2405 -5.3441 -0.01 0.06 -0.12
H -6.9977 -0.2723 -4.6240 -0.10 0.02 -0.16
H -6.9348 -1.2506 -2.3358 -0.20 -0.11 -0.04
C 4.9257 5.3414 -1.5992 -0.23 -0.45 -0.10
C 3.4520 5.1055 -1.4223 0.01 -0.03 0.02
O 2.8800 4.1701 -1.9467 0.03 0.11 0.04
C 2.7281 6.1024 -0.5583 -0.32 -0.26 -0.15
H 5.3491 4.5673 -2.2361 0.02 0.01 0.00
H 5.0936 6.3082 -2.0617 0.09 0.12 0.09
H 5.4243 5.3208 -0.6284 0.01 0.17 0.00
H 2.8255 7.1006 -0.9873 0.11 0.05 0.12
H 3.1523 6.1050 0.4442 0.11 0.20 -0.02
H 1.6715 5.8395 -0.5022 0.01 -0.01 -0.03
C -6.6504 -4.8326 2.4983 0.23 -0.09 -0.07
C -5.9941 -4.9687 3.8526 -0.02 -0.01 0.04
O -4.8732 -5.4137 3.9593 0.05 0.06 -0.03
C -6.7952 -4.5249 5.0481 0.28 -0.19 0.09
H -5.9634 -5.1892 1.7333 -0.01 0.01 -0.02
H -7.5647 -5.4262 2.4612 -0.08 0.12 0.02
H -6.8922 -3.7864 2.3040 -0.14 -0.02 0.01
H -7.7162 -5.1056 5.1215 -0.10 0.14 -0.06
H -7.0385 -3.4653 4.9586 -0.15 -0.03 -0.04
H -6.2099 -4.6744 5.9519 0.00 0.04 0.02
C 0.8105 -9.8410 -4.2113 -0.18 0.16 -0.03
C 1.4758 -8.5273 -4.5331 0.06 -0.06 0.00
O 0.8316 -7.5201 -4.7323 -0.12 0.08 -0.03
C 2.9814 -8.5224 -4.5949 -0.07 0.23 -0.03
H -0.2690 -9.7108 -4.1965 0.00 0.00 0.00
H 1.0705 -10.5858 -4.9644 0.09 -0.06 0.07
H 1.1414 -10.1979 -3.2351 0.08 -0.08 -0.05
H 3.3263 -9.2157 -5.3630 0.03 -0.09 0.08
H 3.3958 -8.8284 -3.6332 0.02 -0.12 -0.04
H 3.3342 -7.5219 -4.8342 0.00 0.01 -0.01
C -2.6534 -1.9519 7.0243 -0.21 0.08 0.05
C -3.4747 -3.2131 7.1479 0.05 -0.10 -0.03
O -4.6517 -3.1762 7.4228 -0.03 0.07 -0.02
C -2.7606 -4.5197 6.9107 -0.18 -0.05 0.06
H -3.2835 -1.0869 7.2174 -0.01 0.00 0.01
H -1.8351 -1.9664 7.7454 0.08 -0.03 -0.08
H -2.2364 -1.8755 6.0188 0.12 -0.04 0.04
H -1.9461 -4.6352 7.6279 0.08 0.04 -0.08
H -2.3515 -4.5437 5.8998 0.09 0.01 0.03
H -3.4603 -5.3431 7.0265 -0.01 0.00 -0.02
C 4.8641 7.4530 4.3922 0.06 0.15 -0.11
C 3.9595 7.0037 3.2735 0.03 0.04 0.06
O 4.0024 7.5149 2.1780 0.00 -0.04 0.03
C 2.9946 5.8853 3.5917 -0.05 0.05 -0.21
H 5.5020 8.2596 4.0395 0.00 0.01 -0.01
H 4.2648 7.8138 5.2309 0.00 -0.09 0.05
H 5.4890 6.6228 4.7265 -0.08 -0.03 0.09
H 2.3316 6.1890 4.4032 0.06 -0.05 0.08
H 3.5438 4.9933 3.8974 -0.02 0.02 0.12
H 2.3976 5.6530 2.7126 0.00 0.00 0.00
C -7.7861 -2.0700 7.5581 -0.08 -0.29 0.06
C -9.1941 -2.5176 7.8710 0.01 0.06 -0.02
O -9.4584 -3.6791 8.0724 -0.02 -0.04 -0.03
C -10.2590 -1.4461 7.9183 -0.11 -0.19 0.05
H -7.1221 -2.9284 7.5583 0.04 0.02 0.02
H -7.7573 -1.5952 6.5752 0.02 0.17 0.07
H -7.4427 -1.3610 8.3126 0.00 0.12 -0.10
H -10.3249 -0.9408 6.9533 0.07 0.10 0.04
H -10.0153 -0.7099 8.6857 0.04 0.08 -0.08
H -11.2199 -1.8984 8.1507 0.00 -0.01 0.00
C 7.5598 -3.3311 -2.5214 0.20 -0.02 -0.07
C 7.6683 -3.8412 -3.9402 -0.05 0.03 0.05
O 8.7349 -4.1065 -4.4365 0.04 -0.02 -0.03
C 6.3779 -4.0051 -4.7127 0.21 -0.09 -0.13
H 8.5559 -3.2562 -2.0926 0.00 -0.01 0.01
H 7.0913 -2.3453 -2.5119 -0.13 -0.06 0.04
H 6.9600 -4.0187 -1.9224 -0.10 0.08 0.00
H 5.8680 -3.0448 -4.7995 -0.09 -0.03 0.09
H 5.7248 -4.7154 -4.2022 -0.09 0.11 0.06
H 6.6114 -4.3820 -5.7057 -0.03 0.01 -0.02
C 0.8099 10.0791 -0.3720 0.21 -0.04 -0.02
C 0.9611 9.4432 -1.7326 -0.02 0.04 0.05
O 2.0426 9.1150 -2.1601 0.03 -0.03 -0.04
C -0.3019 9.2341 -2.5333 0.15 -0.08 -0.14
H 1.7866 10.1696 0.0972 0.01 -0.01 0.00
H 0.3648 11.0704 -0.4693 -0.11 -0.04 0.03
H 0.1666 9.4638 0.2591 -0.10 0.07 -0.01
H -0.7916 10.1916 -2.7169 -0.09 -0.02 0.09
H -0.9881 8.5859 -1.9858 -0.07 0.10 0.04
H -0.0550 8.7709 -3.4855 0.01 0.00 0.00
C 9.0802 8.4455 -2.1267 -0.03 -0.19 -0.11
C 7.5984 8.1981 -1.9832 -0.04 0.04 0.03
O 7.0572 7.2608 -2.5232 0.18 0.11 -0.07
C 6.8210 9.1740 -1.1332 -0.15 -0.15 -0.07
H 9.5179 7.6768 -2.7587 -0.01 -0.01 0.00
H 9.2529 9.4228 -2.5796 0.03 0.06 0.11
H 9.5607 8.4210 -1.1474 0.01 0.13 0.01
H 6.9063 10.1797 -1.5473 0.08 0.04 0.08
H 7.2124 9.1771 -0.1147 0.06 0.10 -0.01
H 5.7719 8.8880 -1.1093 0.00 0.00 0.00
C 2.8590 7.8559 8.6096 -0.06 -0.04 -0.21
C 2.9268 9.2157 7.9556 0.00 0.03 0.05
O 2.5912 9.3838 6.8063 0.03 -0.08 -0.05
C 3.4334 10.3543 8.8061 -0.05 0.09 -0.19
H 2.4795 7.1277 7.8964 -0.01 0.00 -0.01
H 3.8524 7.5496 8.9409 -0.02 0.03 0.12
H 2.1944 7.8890 9.4739 0.09 0.00 0.08
H 4.4493 10.1453 9.1447 -0.04 -0.04 0.11
H 2.7913 10.4848 9.6783 0.08 -0.06 0.08
H 3.4331 11.2713 8.2224 0.00 0.00 -0.01
```
Positions in Å, forces in eV/Å.

Density functional theory data (ωB97M-V/def2-TZVPD) for C4HF as an isolated structure at a distorted geometry.

## Properties
Highest occupied orbital energy (alpha / beta)   -8.29 / -8.29 eV
Frontier orbital gap (alpha / beta)   6.78 / 6.78 eV
Lowest unoccupied orbital energy (alpha / beta)   -0.055 / -0.056 hartree
Energy relative to the best compared isomer or geometry (same formula, charge and spin)   106.1 kcal/mol

Geometry as XYZ:
```
6
Properties=species:S:1:pos:R:3:forces:R:3
C -1.7203 -0.1863 -0.1415 -0.37 0.30 -0.22
C -0.6697 0.3722 0.1651 2.24 0.08 0.60
C 0.5666 0.6992 0.6753 1.14 -0.44 -2.43
C 2.1203 0.3082 -0.6027 -2.80 -0.04 2.44
F 2.4557 -0.8326 -0.1183 0.12 0.39 -0.39
H -2.7525 -0.3608 0.0222 -0.33 -0.30 -0.02
```
Positions in Å, forces in eV/Å.

Density functional theory data (ωB97M-V/def2-TZVPD) for a 3-piece molecular cluster, C4H10N2O2 overall at a distorted geometry.

## Properties
Highest occupied orbital energy   -9.59 eV
Frontier orbital gap   10.43 eV
Lowest unoccupied orbital energy   0.031 hartree
Energy relative to the best compared isomer or geometry (same formula, charge and spin)   45.9 kcal/mol

Geometry as XYZ:
```
18
Properties=species:S:1:pos:R:3:forces:R:3
C 0.2526 1.8562 -0.0751 -0.20 0.49 0.11
C -0.2372 1.0495 -1.2337 -0.86 0.23 -0.66
C -1.1282 1.4887 -2.1207 -1.05 -0.31 0.89
N 0.2995 -0.2850 -1.3618 0.21 -0.28 1.38
H -0.1928 2.8634 -0.1346 0.29 -0.39 0.07
H -0.0832 1.3941 0.8654 0.29 0.14 -0.19
H 1.3547 1.9423 -0.0704 -0.48 -0.11 0.08
H -1.5933 0.7776 -2.8118 0.40 0.40 -0.06
H -1.7014 2.3967 -1.8936 0.62 -0.11 -0.51
H 0.9428 -0.3472 -0.0475 1.17 -1.73 1.42
H 0.5016 -0.4620 -2.3523 0.29 -0.29 0.82
H -0.2866 -1.0566 -0.9302 0.07 0.72 -0.57
N 0.3279 -2.2141 2.6635 0.25 -0.34 0.58
C 0.3308 -1.7299 1.3927 -1.14 0.44 -0.05
O -0.5714 -2.1310 0.6111 1.58 0.74 0.20
O 1.2389 -0.7859 1.1710 -1.60 0.10 -2.80
H -0.3321 -2.9317 2.9168 0.02 0.20 -0.31
H 0.8775 -1.8249 3.4114 0.15 0.09 -0.40
```
Positions in Å, forces in eV/Å.

Table of total energy (eV), in record order: -74430.7742; -84834.8472; -6871.5663; -11384.9129